1.
A 8-piece molecular cluster, C26H54NO22S3 overall at a distorted geometry, computed with the ωB97M-V functional and the def2-TZVPD basis.

Properties
- multiplicity = 1
- charge = +1
- M (g/mol) = 828.904
- ΔE to the lowest compared entry with this formula, charge and spin (kcal per mole) = 67.1
- DFT total energy (eV) = -106856.658

Structure (XYZ):
```
106
Properties=species:S:1:pos:R:3:lowdin_charge:R:1
C -0.8069 0.3318 -0.7797 0.0015
N -0.7808 -0.8990 0.0511 -0.3517
C -0.5652 -0.5596 1.4642 0.0027
C -1.9248 -1.7435 -0.1091 -0.0547
C 0.2588 -1.7871 -0.5246 -0.0872
C 1.6135 -0.9919 -0.6650 -0.2535
O 2.5695 -1.9784 -0.8280 -0.0354
H -0.6540 0.3355 -1.8937 0.1359
H -0.1221 1.0151 -0.6385 0.0185
H -1.8424 0.9306 -0.5777 0.1651
H -1.3712 -0.1300 1.9259 0.0528
H 0.3254 0.0867 1.8557 0.1306
H -0.4654 -1.6404 2.1392 0.1800
H -2.5105 -1.7394 -1.0290 0.1198
H -2.8405 -1.4357 0.5493 0.1271
H -1.7260 -2.7049 0.4531 0.1204
H -0.0232 -2.2023 -1.5353 0.1678
H 0.6061 -2.5756 0.1654 0.1488
H 1.6369 -0.3693 0.2486 0.1157
H 1.7734 -0.2146 -1.2846 0.0600
H 3.4630 -1.6137 -0.8929 0.0479
O 4.8124 -0.3066 -0.9136 -0.2871
S 5.8964 0.6394 -1.0498 0.6942
O 6.9691 0.7231 0.0068 -0.3169
O 6.7469 -0.0412 -2.2688 -0.2718
C 7.7877 -0.9408 -1.9178 -0.2705
C 8.2579 -1.5236 -3.2527 -0.0422
C 5.3605 2.1649 -1.6707 -0.1434
H 7.5197 -1.7983 -1.2267 0.1382
H 8.5827 -0.4131 -1.2350 0.1514
H 7.6998 -2.1469 -3.7848 0.0352
H 9.0933 -1.9980 -2.8704 0.0573
H 8.7358 -0.7773 -3.8848 0.0913
H 4.9526 3.0618 -1.0588 0.1226
H 4.6217 1.8776 -2.2394 -0.0463
H 6.1942 2.7773 -2.4500 0.1907
O -3.8017 1.1854 -1.8779 -0.2746
S -4.0890 0.9542 -3.2463 0.5790
O -3.9245 -0.2986 -3.8566 -0.2683
O -5.7171 1.3525 -3.4628 -0.2630
C -6.6579 0.4607 -3.0757 -0.4136
C -7.9563 0.8334 -3.5668 -0.1209
C -3.3054 2.1156 -4.2143 -0.1593
H -6.4250 0.6196 -2.0088 0.1157
H -6.4268 -0.7883 -3.3239 0.1958
H -8.2417 2.0478 -3.7334 0.1586
H -8.7135 0.9049 -2.7564 0.0670
H -8.4475 0.1479 -4.3473 0.1010
H -3.4919 2.0940 -5.3766 0.1371
H -2.2083 2.2783 -4.1352 0.0609
H -3.4396 3.1172 -3.8051 0.0786
O -0.1349 3.6235 -3.0273 -0.3137
S 1.3207 3.3001 -3.0776 0.7308
O 1.8978 2.1831 -2.3120 -0.3127
O 1.7326 2.9697 -4.7207 -0.2127
C 1.0416 2.0337 -5.2714 -0.4126
C 1.6999 1.6177 -6.6602 -0.0229
C 2.1795 4.7755 -2.6731 -0.1191
H 0.1061 2.4369 -5.5364 0.0895
H 0.9100 1.0247 -4.7527 0.1482
H 1.8411 2.5671 -7.2877 0.1123
H 1.1708 0.8882 -7.2908 0.0866
H 2.5162 1.1418 -6.3526 0.0135
H 1.8601 5.4180 -3.4412 0.0451
H 3.1848 4.3953 -3.0071 0.0793
H 2.0322 5.2586 -1.6073 0.1520
C -6.9505 -1.2343 4.2044 -0.0408
C -6.0299 -0.8332 5.4112 -0.0199
O -4.7441 -0.6189 4.7176 0.0847
C -4.8887 -0.6758 3.3923 -0.5906
O -4.0090 -0.3669 2.5469 0.0831
O -6.1070 -0.9012 3.0812 0.1074
H -7.9478 -0.8019 4.3287 0.1387
H -7.1959 -2.2585 4.4323 0.1126
H -6.0276 -1.4299 6.1536 0.0659
H -6.2155 0.0006 5.9116 0.0907
C -4.1047 -4.3317 4.1315 -0.1351
C -3.7328 -4.1314 2.7234 -0.0944
O -2.4530 -3.4280 2.7236 0.0979
C -2.2426 -3.1947 3.9319 -0.7137
O -1.2833 -2.4810 4.2453 0.0936
O -3.0228 -3.6899 4.8242 0.1172
H -4.1570 -5.5009 4.6411 0.2022
H -5.2322 -4.0630 4.2364 0.1406
H -4.5056 -3.4668 2.1794 0.1664
H -3.5006 -5.1245 2.3428 0.1404
C 5.7721 -0.7942 3.0063 -0.1989
C 4.7588 -1.7251 2.4737 -0.1640
O 5.3951 -2.9004 2.1979 0.1219
C 6.6731 -2.7220 2.4206 -0.5043
O 7.5692 -3.5464 2.1228 0.0993
O 6.9206 -1.4750 2.9043 0.0745
H 5.6104 -0.5903 4.1337 0.1610
H 5.9608 0.1668 2.4581 0.1360
H 4.2351 -1.2863 1.5303 0.1516
H 4.0691 -1.8272 3.2249 0.1018
C 0.2477 1.8366 5.2333 -0.1384
C -1.1118 2.5160 4.9672 -0.0627
O -1.0783 2.9716 3.5648 0.0370
C 0.1626 2.6153 3.0515 -0.4723
O 0.3826 2.7257 1.8857 0.1416
O 0.9372 1.8846 4.0196 0.0404
H -0.0056 1.0203 5.7168 0.0737
H 0.7646 2.4676 6.0385 0.1575
H -1.3053 3.2812 5.6002 0.0891
H -1.9639 1.8422 4.8173 0.1357
```

2.
C6H13NO in the gas phase at a distorted geometry, computed with the ωB97M-V functional and the def2-TZVPD basis.

Properties
- multiplicity = 1
- M (g/mol) = 115.176
- ΔE to the lowest compared entry with this formula, charge and spin (kcal per mole) = 41.1
- DFT total energy (eV) = -9969.394

Structure (XYZ):
```
21
Properties=species:S:1:pos:R:3:lowdin_charge:R:1
C -0.1557 -0.9847 -0.2035 -0.6183
C -0.7484 -1.2996 1.1701 -0.0180
C 0.7094 -2.1234 -0.7321 -0.0216
C 1.5206 2.3330 0.0293 -0.0256
C 0.3371 1.4141 0.1501 -0.4164
N -1.3610 -0.8702 -1.0539 0.0589
C -0.8341 1.8200 0.6320 0.0459
O 0.6989 0.1695 -0.2658 -0.0304
H -1.1057 -0.8926 -2.0360 0.0822
H -1.8509 0.0093 -0.9230 0.0640
H 1.1127 -1.8593 -1.7076 0.0830
H -1.8650 -1.1353 0.7951 0.1193
H -0.5400 -2.3297 1.4463 0.0735
H -0.3679 -0.6198 1.9298 0.0780
H 1.5297 -2.2969 -0.0420 0.0883
H 0.1155 -3.0288 -0.8193 0.0879
H 2.2978 2.0207 0.7260 0.0865
H 1.9355 2.2739 -0.9758 0.0833
H 1.2371 3.3590 0.2420 0.0771
H -1.6777 1.1757 0.8027 0.0444
H -0.9879 2.8650 0.8356 0.0580
```

3.
C4H6N2O in the gas phase at a distorted geometry, computed with the ωB97M-V functional and the def2-TZVPD basis.

Properties
- multiplicity = 1
- M (g/mol) = 98.105
- ΔE to the lowest compared entry with this formula, charge and spin (kcal per mole) = 50.5
- DFT total energy (eV) = -9271.310

Structure (XYZ):
```
13
Properties=species:S:1:pos:R:3:lowdin_charge:R:1
C 1.6374 -1.3935 0.0253 -0.0653
C 0.3461 -0.6842 -0.0431 -0.2498
C -0.9277 -1.1511 -0.0091 -0.1114
C 0.1406 0.7426 -0.0152 -0.3880
H 2.1395 -1.1527 0.9571 0.0719
H 2.1841 -0.9942 -0.8974 0.1063
H 1.5386 -2.5208 -0.0144 0.0991
H -1.4018 -2.1625 0.0583 0.1506
H 0.9137 2.6832 0.2651 0.1270
H 2.1314 1.3680 0.1886 0.1149
N -1.1444 1.0500 0.0336 0.1025
N 1.1535 1.7007 -0.0740 0.0940
O -1.8433 -0.1949 -0.0028 -0.0519
```

4.
C22H37BN7OPdSi as an isolated structure at a distorted geometry, computed with the ωB97M-V functional and the def2-TZVPD basis.

Properties
- multiplicity = 5
- charge = +1
- M (g/mol) = 560.904
- ΔE to the lowest compared entry with this formula, charge and spin (kcal per mole) = 4.0
- DFT total energy (eV) = -47915.838

Structure (XYZ):
```
70
Properties=species:S:1:pos:R:3:lowdin_charge:R:1
Pd -1.1561 -0.3588 0.0783 0.8478
B -4.7438 0.8002 0.8876 -0.4314
N -3.5120 1.2172 1.7165 -0.0638
C -3.5707 2.1952 2.6306 -0.0653
C -2.3670 2.2538 3.3090 -0.0473
C -1.6048 1.2499 2.7244 -0.1960
N -2.3068 0.6376 1.7641 -0.0444
N -4.5019 -0.4614 0.0555 -0.0793
C -5.5031 -1.2456 -0.3721 -0.0696
C -4.9803 -2.2539 -1.1522 -0.0412
C -3.6109 -2.0028 -1.1490 -0.1721
N -3.3356 -0.9173 -0.4227 -0.0322
H -5.6505 0.5797 1.6489 0.0761
H -5.0841 1.7218 0.1807 0.0706
H -4.4657 2.7811 2.7512 0.1348
H -2.0878 2.9139 4.1113 0.1017
H -0.6124 0.9174 2.9705 0.0649
H -6.5213 -1.0351 -0.0948 0.1300
H -5.4984 -3.0483 -1.6590 0.0989
H -2.8402 -2.5525 -1.6451 0.0538
N 0.1074 -4.6870 -1.0871 0.2289
C -0.3937 -3.5106 -1.4928 -0.4923
O -0.6074 -2.6054 -0.6812 -0.0592
C -0.6358 -3.3856 -2.9440 -0.0817
C -0.2239 -4.4046 -3.8148 -0.1508
N 0.1550 -5.2606 -4.4920 0.2453
C -1.2714 -2.2553 -3.4729 -0.1807
N -1.7991 -1.3133 -3.8844 0.2720
H 0.2063 -5.4753 -1.7078 0.1164
H 0.2260 -4.8407 -0.0987 0.1385
C 0.0943 3.2306 0.5114 -0.0753
C 1.3665 2.7090 1.0992 -0.3845
C 2.6440 3.2387 0.5410 -0.0648
C 1.3777 2.5015 2.5870 -0.0620
Si 1.1220 0.3889 -0.0099 0.9741
C 1.8985 0.6944 -1.7841 -0.6505
C 1.5344 -0.5670 -2.5711 -0.1123
C 3.4166 0.8773 -1.7823 -0.0762
C 1.2137 1.8717 -2.4887 -0.0983
C 2.2053 -0.7597 1.1771 -0.6441
C 3.4761 -0.1153 1.7303 -0.0763
C 2.6035 -2.0098 0.3845 -0.0897
C 1.2844 -1.2044 2.3242 -0.1072
H -0.0618 4.2538 0.8788 0.1236
H -0.7711 2.6452 0.8239 0.0535
H 0.1290 3.2786 -0.5762 0.0660
H 2.7772 4.2631 0.9152 0.1219
H 2.6514 3.2980 -0.5447 0.0626
H 3.5042 2.6647 0.8889 0.0849
H 0.5529 3.0430 3.0533 0.0947
H 2.3166 2.8431 3.0232 0.1002
H 1.2645 1.4545 2.8677 0.0389
H 2.0282 -1.4618 -2.1867 0.0723
H 1.8369 -0.4324 -3.6131 0.1078
H 0.4587 -0.7230 -2.5538 0.0280
H 3.9286 -0.0257 -1.4471 0.0714
H 3.7361 1.7038 -1.1504 0.0553
H 3.7543 1.0892 -2.8004 0.1009
H 0.1252 1.7753 -2.4601 0.0850
H 1.5107 1.8834 -3.5403 0.0982
H 1.4961 2.8328 -2.0613 0.0583
H 4.1275 0.2309 0.9265 0.0750
H 4.0334 -0.8633 2.3013 0.0995
H 3.2621 0.7178 2.3996 0.0636
H 3.3462 -1.7947 -0.3844 0.0749
H 1.7395 -2.4733 -0.0808 0.0445
H 3.0403 -2.7332 1.0784 0.1022
H 0.9934 -0.3729 2.9655 0.0476
H 1.8016 -1.9303 2.9571 0.1003
H 0.3712 -1.6762 1.9433 0.0642
```